1.
{
  "formula": "C25H59AlFN3O7P",
  "method": "ωB97M-V/def2-TZVPD",
  "species": ["C", "C", "C", "O", "O", "C", "C", "Al", "O", "C", "C", "C", "C", "C", "C", "P", "N", "C", "C", "F", "H", "H", "H", "H", "H", "H", "H", "H", "H", "H", "H", "H", "H", "H", "H", "H", "H", "H", "H", "H", "H", "H", "H", "H", "H", "H", "H", "H", "H", "C", "O", "C", "C", "N", "C", "C", "O", "C", "H", "H", "H", "H", "H", "H", "H", "H", "H", "H", "H", "H", "H", "H", "H", "C", "O", "C", "C", "N", "C", "C", "O", "C", "H", "H", "H", "H", "H", "H", "H", "H", "H", "H", "H", "H", "H", "H", "H"],
  "xyz": [[3.93947, -1.16625, 1.02483], [3.85787, -0.26041, -0.21614], [2.96249, -0.85970, -1.27375], [2.11728, -0.21409, -1.86828], [3.20902, -2.14807, -1.50941], [2.05028, -3.01784, -1.76639], [0.87553, -2.82491, -0.85152], [-0.63723, -4.09577, -1.32167], [-1.49840, -4.54459, 0.16441], [-0.78983, -5.29799, 1.10895], [-0.79163, -4.67999, 2.53048], [0.39742, -5.26635, 3.29785], [-0.88068, -3.13215, 2.49645], [-2.30117, -2.65066, 2.87484], [0.13131, -2.40843, 3.39974], [0.22546, -6.00974, -2.47046], [1.46366, -6.81485, -1.81851], [-1.99430, -3.22332, -2.55703], [-1.64844, -1.83655, -3.06226], [-2.20882, -4.04764, -3.72216], [2.94713, -1.26643, 1.47559], [4.58758, -0.70986, 1.77798], [4.32002, -2.15193, 0.76405], [3.41022, 0.67814, 0.09340], [4.86248, -0.12713, -0.62224], [1.76982, -2.91535, -2.81930], [2.46129, -4.02311, -1.64619], [0.44817, -1.82401, -0.93989], [1.16686, -3.04287, 0.18343], [-1.23675, -6.30008, 1.19337], [0.26019, -5.46999, 0.81200], [-1.69302, -5.04363, 3.03631], [0.29822, -5.13478, 4.37878], [1.34311, -4.82280, 2.97622], [0.47053, -6.34014, 3.09371], [-0.69719, -2.77641, 1.48305], [-3.04626, -3.42376, 2.68973], [-2.33415, -2.33761, 3.92241], [-2.57487, -1.77763, 2.27341], [-0.09704, -2.55588, 4.45893], [0.06307, -1.33205, 3.20350], [1.16285, -2.70171, 3.20079], [-0.84933, -6.87374, -2.79637], [0.55493, -5.59124, -3.78549], [1.70017, -6.39026, -0.92865], [-2.95867, -3.17877, -2.03498], [-0.76760, -1.84764, -3.70947], [-1.44233, -1.15794, -2.22745], [-2.48984, -1.39541, -3.61522], [-7.99699, 3.64397, -3.43578], [-7.58001, 2.61830, -4.30916], [-6.86459, 3.06088, -5.45464], [-5.40537, 2.66827, -5.39035], [-4.69999, 3.40864, -4.35543], [-3.34183, 2.94346, -4.08261], [-3.14527, 1.51999, -3.57708], [-3.63149, 1.29447, -2.26984], [-5.00339, 0.97942, -2.17033], [-8.68016, 3.19622, -2.71597], [-7.16104, 4.09267, -2.88751], [-8.52526, 4.43669, -3.97565], [-6.96670, 4.14432, -5.57381], [-7.31758, 2.57945, -6.32591], [-4.94377, 2.88989, -6.35797], [-5.36074, 1.58030, -5.24544], [-5.23624, 3.36860, -3.49883], [-2.91351, 3.61759, -3.33704], [-2.75084, 3.06522, -4.99647], [-2.06882, 1.34181, -3.52440], [-3.54908, 0.76903, -4.26687], [-5.34863, 0.40447, -3.03449], [-5.62833, 1.87322, -2.06478], [-5.13381, 0.37144, -1.27522], [3.23736, 3.44587, 1.00672], [4.41680, 2.91465, 1.58748], [5.53420, 3.78835, 1.53899], [5.89096, 4.29877, 2.91831], [4.87552, 5.20576, 3.43302], [5.02077, 5.55516, 4.84100], [4.94241, 4.44152, 5.87978], [3.66467, 3.85636, 6.01640], [3.35730, 2.82847, 5.09139], [2.51933, 2.63343, 0.91539], [2.80140, 4.22773, 1.63881], [3.43095, 3.85377, 0.01112], [5.34738, 4.61765, 0.85026], [6.38241, 3.21449, 1.15432], [6.84531, 4.83259, 2.86224], [6.04128, 3.41957, 3.55991], [3.96318, 4.79338, 3.29063], [4.23812, 6.27954, 5.07978], [5.97915, 6.07091, 4.96714], [5.16580, 4.89164, 6.85084], [5.69779, 3.66376, 5.71042], [4.24572, 2.25193, 4.82009], [2.89558, 3.21793, 4.17991], [2.64119, 2.16174, 5.57025]],
  "forces_ev_per_a": [[-0.02, 0.27, -0.01], [-0.09, -0.70, 0.59], [-0.51, 0.56, -0.93], [0.42, -0.39, 0.51], [0.05, 0.02, 0.64], [-0.28, -0.28, -0.39], [0.03, -0.59, -0.20], [-0.55, 0.60, 0.12], [0.30, -0.26, -0.15], [-0.27, 0.07, 0.14], [0.08, -0.04, -0.05], [-0.03, -0.04, -0.08], [-0.02, 0.21, 0.49], [0.28, 0.22, -0.36], [-0.18, 0.20, -0.26], [0.56, -0.12, 0.45], [-0.11, 0.02, -0.11], [0.41, 0.00, 0.24], [-0.32, 0.15, -0.02], [-0.14, 0.04, 0.06], [0.08, -0.15, -0.08], [0.01, -0.05, -0.07], [-0.04, 0.00, 0.07], [0.25, 0.28, -0.32], [-0.08, 0.23, -0.08], [0.06, 0.20, 0.04], [0.10, 0.15, -0.04], [0.09, 0.02, 0.17], [0.01, 0.21, 0.00], [0.11, -0.01, -0.04], [0.03, 0.12, -0.03], [-0.01, 0.04, -0.04], [0.07, 0.04, -0.07], [-0.04, -0.04, 0.01], [-0.05, 0.05, 0.08], [0.04, -0.30, -0.05], [-0.02, 0.05, 0.01], [-0.12, -0.19, 0.05], [-0.03, -0.04, 0.09], [0.12, -0.11, 0.00], [0.01, -0.06, 0.07], [-0.03, -0.01, 0.06], [-0.04, 0.02, -0.21], [-0.21, -0.08, -0.15], [-0.01, -0.03, 0.05], [-0.06, -0.06, -0.15], [-0.01, -0.02, 0.06], [0.03, -0.12, -0.01], [0.15, -0.06, -0.10], [-0.02, -0.05, 0.00], [0.01, 0.04, 0.06], [-0.02, -0.03, -0.14], [0.06, -0.01, 0.12], [-0.08, -0.07, 0.04], [-0.03, 0.15, 0.01], [0.20, -0.07, -0.05], [-0.08, 0.10, 0.03], [0.05, -0.06, 0.08], [0.01, -0.01, 0.00], [0.00, 0.04, -0.03], [0.00, 0.02, 0.01], [0.04, 0.02, 0.03], [-0.02, 0.01, 0.01], [0.03, -0.02, -0.01], [-0.02, -0.01, -0.06], [0.01, -0.03, 0.02], [0.03, 0.00, -0.02], [0.00, -0.03, -0.02], [0.00, -0.03, 0.00], [-0.09, 0.04, 0.00], [-0.02, 0.01, -0.02], [-0.03, -0.02, -0.07], [0.01, -0.01, -0.01], [0.05, -0.10, 0.15], [-0.14, 0.12, -0.10], [0.15, -0.11, -0.01], [-0.08, 0.03, 0.07], [-0.02, -0.12, 0.04], [-0.05, 0.10, -0.09], [0.10, 0.03, 0.12], [-0.05, -0.02, -0.06], [-0.07, 0.00, 0.08], [0.01, -0.02, 0.02], [-0.04, 0.06, -0.11], [-0.01, 0.01, 0.00], [-0.03, 0.05, 0.05], [-0.02, 0.00, -0.03], [0.01, 0.01, 0.02], [0.06, -0.01, -0.03], [-0.01, 0.00, -0.01], [0.02, 0.02, 0.01], [0.02, -0.02, 0.01], [0.00, -0.02, 0.01], [-0.03, -0.01, -0.08], [0.01, 0.01, -0.03], [0.06, -0.02, -0.04], [0.01, 0.00, 0.01]],
  "lowdin_charge": [-0.083, -0.135, -0.527, 0.085, -0.022, -0.230, -0.186, 0.224, -0.220, -0.286, -0.318, -0.085, -0.372, -0.067, -0.092, 0.568, -0.428, -0.363, -0.122, -0.163, 0.069, 0.066, 0.074, 0.086, 0.121, 0.113, 0.098, 0.053, 0.060, 0.120, 0.093, 0.124, 0.074, 0.071, 0.079, 0.101, 0.071, 0.066, 0.075, 0.072, 0.077, 0.057, -0.074, -0.071, -0.115, 0.085, 0.075, 0.071, 0.054, -0.122, -0.192, -0.221, -0.220, -0.053, -0.199, -0.238, -0.178, -0.101, 0.087, 0.079, 0.085, 0.119, 0.120, 0.123, 0.108, 0.069, 0.119, 0.117, 0.123, 0.106, 0.090, 0.070, 0.089, -0.107, -0.200, -0.219, -0.219, -0.051, -0.205, -0.235, -0.180, -0.095, 0.085, 0.078, 0.092, 0.121, 0.122, 0.122, 0.105, 0.070, 0.118, 0.115, 0.119, 0.110, 0.089, 0.073, 0.089],
  "largest_force_ev_per_a": 1.20,
  "spin_multiplicity": 1,
  "homo_lumo_gap_ev": 7.000,
  "charge": -1,
  "homo_energy_ev": -4.74,
  "energy_ev": -64287.955
}

2.
{
  "formula": "C25H59N8O13SY",
  "method": "ωB97M-V/def2-TZVPD",
  "species": ["Y", "S", "O", "O", "O", "O", "C", "O", "H", "H", "H", "C", "C", "O", "N", "C", "H", "H", "H", "H", "H", "H", "H", "C", "C", "O", "N", "C", "H", "H", "H", "H", "H", "H", "H", "C", "C", "O", "N", "C", "H", "H", "H", "H", "H", "H", "H", "C", "C", "O", "N", "C", "H", "H", "H", "H", "H", "H", "H", "C", "C", "O", "N", "C", "H", "H", "H", "H", "H", "H", "H", "C", "C", "O", "N", "C", "H", "H", "H", "H", "H", "H", "H", "C", "C", "O", "N", "C", "H", "H", "H", "H", "H", "H", "H", "C", "C", "O", "N", "C", "H", "H", "H", "H", "H", "H", "H"],
  "xyz": [[0.33382, -0.40603, -0.62707], [1.22592, -1.11159, 2.04557], [2.60846, -0.93618, 2.55569], [1.34984, -1.68564, 0.77334], [0.38039, -1.86363, 2.94971], [0.68328, 0.10872, 1.49132], [-1.50497, 0.72603, -3.62685], [-0.44075, 0.23823, -2.80423], [-2.17869, -0.07931, -3.91947], [-2.11699, 1.55941, -3.28188], [-1.22302, 0.92650, -4.66050], [-0.29142, 3.98143, -1.22859], [0.64809, 3.12557, -0.49978], [0.70743, 1.92902, -0.72975], [1.34539, 3.75292, 0.51056], [2.31308, 3.06479, 1.36858], [-1.14390, 3.41605, -1.60503], [0.13787, 4.34722, -2.16134], [-0.80478, 4.86610, -0.85188], [1.15800, 4.71509, 0.75390], [3.29780, 3.14361, 0.90790], [2.05196, 2.02599, 1.57060], [2.38678, 3.63258, 2.29610], [1.11418, 1.00286, 4.70778], [-0.33400, 0.64812, 5.13402], [-0.90603, 1.39171, 5.94711], [-0.85607, -0.52436, 4.75958], [-1.92236, -1.14118, 5.55828], [1.55361, 1.60571, 5.50250], [1.08417, 1.56004, 3.77143], [1.76322, 0.12718, 4.71300], [-0.33520, -1.09216, 4.10659], [-1.60605, -1.83279, 6.33912], [-2.62884, -1.68886, 4.93457], [-2.50925, -0.43780, 6.14897], [4.30996, 1.75692, -8.09582], [3.87073, 1.04079, -6.78299], [4.67022, 0.31683, -6.17266], [2.69606, 1.43375, -6.22099], [2.20736, 1.06529, -4.88151], [4.57812, 2.80843, -7.99337], [3.49665, 1.73231, -8.82109], [5.06738, 1.17695, -8.62312], [2.21693, 2.23076, -6.61507], [2.02719, -0.00420, -4.77275], [1.31426, 1.68886, -4.92191], [2.84822, 1.26899, -4.02366], [-4.93289, 1.79249, 6.10625], [-5.29575, 0.88879, 4.95784], [-6.41056, 0.82795, 4.43193], [-4.24818, 0.32040, 4.36574], [-4.28238, -0.57894, 3.24107], [-5.86650, 1.84596, 6.66627], [-4.71391, 2.81447, 5.79688], [-4.15772, 1.34914, 6.73126], [-3.36257, 0.75166, 4.58889], [-3.39648, -0.50930, 2.60986], [-5.03232, -0.34677, 2.48491], [-4.60183, -1.55081, 3.61727], [-2.31835, -4.01775, -0.96688], [-1.76271, -3.04459, 0.00270], [-1.38320, -1.92577, -0.37015], [-1.51562, -3.25320, 1.29643], [-2.00576, -4.53677, 1.91665], [-3.39400, -4.14678, -1.08701], [-1.98121, -5.04301, -0.81427], [-1.92406, -3.85747, -1.97035], [-0.92881, -2.60440, 1.80123], [-1.42556, -4.53338, 2.83939], [-1.76565, -5.46117, 1.39136], [-3.06595, -4.49289, 2.16595], [-2.35092, 2.03226, 1.90530], [-2.56136, 1.36972, 0.57351], [-1.65274, 0.67974, 0.02428], [-3.80088, 1.37517, 0.13594], [-4.33638, 0.57278, -0.97700], [-1.80290, 2.93684, 1.64167], [-1.80443, 1.57772, 2.73165], [-3.34060, 2.31712, 2.26234], [-4.46018, 2.02660, 0.53726], [-4.82976, 1.23233, -1.69091], [-5.00335, -0.14375, -0.49758], [-3.56894, -0.10659, -1.34796], [2.93930, -3.47471, -2.06708], [1.64058, -3.00581, -2.69103], [0.99506, -2.05177, -2.22436], [1.13165, -3.65504, -3.79145], [-0.03364, -3.22553, -4.53724], [3.72268, -3.06503, -2.70471], [3.04943, -4.55859, -2.03281], [3.00226, -3.12844, -1.03546], [1.82495, -4.37368, -3.94307], [-0.96061, -3.77803, -4.38373], [0.33138, -3.45964, -5.53726], [-0.24805, -2.15683, -4.54068], [4.75362, 0.76920, -1.68613], [3.71927, 0.41644, -0.61270], [2.63034, -0.10478, -0.87954], [4.26042, 0.32103, 0.60285], [5.49919, 0.94486, 1.07702], [5.65237, 0.15916, -1.77666], [4.91624, 1.82136, -1.45241], [4.31930, 0.74631, -2.68560], [3.72700, -0.28286, 1.21185], [6.35525, 0.62345, 0.48376], [5.93455, 0.34056, 1.87288], [5.47801, 2.01004, 1.30734]],
  "forces_ev_per_a": [[-1.28, 1.47, -3.54], [4.59, 0.94, 2.62], [-1.39, 0.11, 0.74], [1.14, -7.78, -5.09], [-0.53, -0.58, 0.13], [-2.61, 5.45, 2.75], [1.54, -1.81, 0.48], [-1.22, 0.75, -0.31], [-0.85, -0.56, 0.69], [0.03, 0.33, 0.46], [0.92, 0.91, -0.30], [-1.87, 0.92, -2.23], [0.10, 0.50, 2.20], [0.84, 0.64, 0.18], [-0.19, -1.00, -0.35], [0.14, 0.58, -0.19], [0.22, -0.67, 0.13], [0.48, -0.11, -0.07], [0.74, 0.07, 1.07], [-0.16, -0.22, -0.47], [0.14, -0.33, -0.05], [-0.13, 0.11, -0.16], [-0.16, -0.19, 0.12], [-0.74, -0.31, 0.58], [0.82, 1.09, 1.83], [-0.01, -0.21, -0.73], [-1.20, -0.02, 1.10], [-0.40, -0.10, 0.14], [-0.47, 0.41, -0.08], [0.36, -0.27, -0.06], [-0.23, -0.11, -0.82], [0.09, -0.30, -0.03], [0.79, -0.23, -0.22], [0.18, 0.04, -0.15], [0.30, 0.40, -0.48], [-1.17, -1.04, -0.35], [2.00, 0.85, 1.07], [-1.23, 0.27, -0.90], [0.66, -0.16, -0.25], [-0.15, 0.12, -0.88], [0.21, -0.20, 0.41], [-0.41, 0.18, 0.08], [0.38, 0.17, 0.59], [0.22, -0.33, -0.25], [-0.53, 0.10, -0.38], [-0.36, -0.69, 1.30], [0.21, 0.70, -0.36], [-1.19, -0.48, 0.63], [-1.05, 1.31, -2.00], [0.14, -0.30, 1.18], [1.74, 0.12, -0.47], [-1.06, 0.17, -0.60], [0.14, 0.16, 0.34], [0.29, -0.21, -0.19], [0.13, 0.33, -0.09], [0.15, -0.43, 0.17], [0.55, -0.58, 0.80], [-0.59, 0.54, 0.36], [0.69, -0.40, -0.36], [0.00, -1.75, -0.96], [1.39, 2.07, 1.15], [-0.25, 0.25, -1.55], [-2.39, -4.09, -0.90], [1.29, 1.66, 1.01], [-0.13, 0.63, 0.47], [0.13, -0.05, 0.69], [-0.01, 0.84, 0.13], [0.19, 0.14, 0.35], [-0.32, -0.50, 0.26], [0.06, 0.36, -0.35], [0.02, 0.02, -0.15], [-0.41, 1.51, -0.42], [2.95, -3.19, 0.47], [-2.08, 1.74, 0.74], [-1.37, 0.36, -1.23], [0.46, -0.43, 1.19], [0.09, 0.34, 0.35], [0.12, -0.72, -0.65], [0.13, 0.25, 0.32], [0.19, -0.23, 0.25], [0.17, -0.46, -0.18], [-0.71, 0.26, -0.24], [0.34, 0.74, -0.52], [-0.31, -0.06, -0.36], [-2.50, 1.14, 0.45], [0.90, -1.07, -0.13], [2.01, 0.72, 3.30], [0.88, -0.62, -1.77], [0.31, 0.04, 0.29], [-0.13, -0.08, -0.28], [-0.02, 0.34, -0.24], [-0.99, -0.52, -1.60], [0.19, -0.16, 0.47], [-0.79, 0.11, -0.53], [0.45, 0.01, 0.75], [-1.61, 1.30, -0.60], [1.96, -2.66, -1.06], [0.33, 1.10, -0.32], [0.18, 0.90, 0.43], [0.68, -1.92, -0.22], [-0.04, 0.14, 0.83], [0.98, 0.14, -0.39], [-0.29, -0.02, 0.19], [-0.45, 0.13, 1.06], [-0.13, 1.01, -1.35], [-1.14, 0.37, 1.21], [-0.10, -0.21, -0.10]],
  "lowdin_charge": [1.516, 0.237, -0.328, -0.408, -0.306, -0.405, -0.301, -0.457, 0.039, 0.041, 0.034, 0.004, -0.492, -0.028, 0.038, -0.047, 0.083, 0.095, 0.085, 0.134, 0.071, 0.062, 0.089, 0.012, -0.535, -0.016, 0.041, -0.068, 0.078, 0.059, 0.070, 0.034, 0.083, 0.060, 0.060, -0.013, -0.514, 0.009, -0.006, -0.045, 0.075, 0.063, 0.074, 0.124, 0.084, 0.081, 0.060, 0.006, -0.557, 0.021, -0.003, -0.080, 0.083, 0.090, 0.077, 0.102, 0.078, 0.073, 0.090, 0.026, -0.476, -0.082, 0.076, -0.034, 0.096, 0.079, 0.080, 0.087, 0.084, 0.076, 0.081, 0.030, -0.478, -0.083, 0.032, -0.018, 0.088, 0.084, 0.078, 0.143, 0.091, 0.081, 0.082, 0.026, -0.452, -0.064, 0.016, -0.051, 0.095, 0.082, 0.085, 0.130, 0.076, 0.084, 0.089, 0.022, -0.470, -0.057, 0.055, -0.063, 0.092, 0.086, 0.056, 0.088, 0.076, 0.090, 0.083],
  "largest_force_ev_per_a": 9.36,
  "spin_multiplicity": 1,
  "homo_lumo_gap_ev": 7.372,
  "homo_energy_ev": -6.98,
  "energy_ev": -77304.389
}